1.
Below is a cluster of 12 separate species, C24H77N5O12 in total at a distorted geometry, with properties calculated with ωB97M-V/def2-TZVPD.

```
! wB97M-V def2-TZVPD RIJCOSX def2/J DEFGRID3
* xyz 0 1
O -0.37129 19.55873 16.10383
H 0.42755 19.30921 15.63925
H -1.08033 19.32404 15.50516
O -0.53704 23.46110 19.78508
H -1.48064 23.45832 19.62431
H -0.15306 23.14928 18.96560
O -3.42370 23.79413 20.36498
H -4.34132 23.83256 20.09527
H -3.26097 24.63948 20.78347
O -2.19826 18.37415 14.30080
H -2.95279 18.95687 14.38659
H -1.60533 18.83506 13.70732
O -5.91915 24.02518 18.81433
H -6.87230 24.06915 18.89062
H -5.70487 24.64918 18.12083
C 0.77556 17.32183 12.18669
C -0.02999 18.49342 11.49933
C -1.17362 17.94713 10.62687
O -0.62354 16.96746 9.75049
C -0.41362 17.47131 8.45590
N -0.47051 19.40555 12.57424
H 0.10584 16.57401 12.61136
H 1.53974 17.54622 12.93085
H 1.32417 16.77894 11.41702
H 0.64566 19.15050 10.95174
H -1.87677 18.66521 10.20492
H -1.80478 17.40321 11.32964
H 0.15981 16.78785 7.82967
H 0.26499 18.32300 8.50293
H -1.30908 17.73430 7.89280
H -0.71384 20.34178 12.28380
H 0.11710 19.49819 13.39047
C 0.00832 21.86666 9.57036
C 0.24416 22.51884 10.89151
C 1.10011 23.74944 10.69436
O 0.26123 24.77467 10.17373
C 0.95110 25.98696 9.73026
N -1.00552 22.80519 11.55649
H -0.54046 22.36810 8.77319
H -0.50212 20.92795 9.78575
H 0.88011 21.51444 9.01897
H 0.84774 21.96218 11.60839
H 1.92320 23.56777 10.00326
H 1.56367 24.03408 11.63892
H 2.03353 26.02257 9.60705
H 0.69446 26.93827 10.19634
H 0.74323 26.06415 8.66305
H -0.73511 23.08643 12.48809
H -1.26343 23.68936 11.14197
C -4.72066 27.22338 17.07705
C -5.92596 26.70445 16.24810
C -6.26660 27.23139 14.86622
O -6.91655 28.43658 15.17222
C -7.66511 28.92275 14.01372
N -5.72866 25.27588 16.09912
H -4.38233 26.54299 17.85852
H -4.85329 28.20717 17.52721
H -3.78854 27.19427 16.51278
H -6.86166 26.73571 16.80630
H -6.93764 26.58449 14.30112
H -5.35855 27.47121 14.31303
H -8.10931 29.89848 14.21053
H -8.40040 28.20461 13.65078
H -6.97999 28.99728 13.16923
H -5.11258 25.24270 15.29947
H -6.62338 24.86972 15.86544
C 0.43838 27.60655 15.33916
C -0.98221 26.97407 15.59252
C -1.56973 26.35475 14.24381
O -2.91158 25.94141 14.26383
C -3.37109 25.32836 13.07443
N -1.11895 26.19324 16.75640
H 0.87061 27.17329 14.43718
H 1.14008 27.42243 16.15268
H 0.37058 28.66576 15.09100
H -1.60535 27.86600 15.65781
H -1.13711 25.35428 14.24130
H -1.27765 26.87134 13.32952
H -3.39271 25.91939 12.15883
H -4.37081 24.93006 13.24770
H -2.73454 24.47747 12.83178
H -0.90925 26.60366 17.65512
H -2.11029 26.01696 16.83554
C -7.20469 19.76983 13.35410
C -5.66796 19.77938 13.13930
C -5.02606 21.09523 12.79464
O -5.37268 21.65909 11.54781
C -4.46652 21.29115 10.51781
N -5.18277 19.29207 14.35112
H -7.58931 18.79951 13.66818
H -7.70767 19.92566 12.39972
H -7.50075 20.48541 14.12117
H -5.39865 19.01224 12.41331
H -3.96127 20.94400 12.97201
H -5.40626 21.73479 13.59120
H -3.48563 21.76479 10.55812
H -4.91063 21.61502 9.57655
H -4.41243 20.21221 10.37261
H -5.49897 19.91315 15.08213
H -5.76546 18.47747 14.48155
C -2.63587 21.94397 15.16028
C -3.62723 22.82363 15.91345
O -3.52836 22.36552 17.23895
H -1.72804 21.97628 15.76269
H -2.41491 22.01969 14.09560
H -2.88966 20.88931 15.26693
H -4.60695 22.65116 15.46792
H -3.32229 23.85804 15.75502
H -3.74397 23.12070 17.79105
C -5.86890 19.33815 17.92770
C -4.43267 18.83268 18.18097
O -3.65864 19.90704 18.66555
H -5.96623 20.01428 17.07830
H -6.41025 19.82613 18.73821
H -6.54630 18.50969 17.72061
H -4.01298 18.49700 17.23266
H -4.40543 17.94155 18.80806
H -3.82321 20.70211 18.15333
*
```

The value obtained for the relative energy (zero: lowest compared OMol25 entry of this formula, charge and spin) is 29.41 kcal per mole. The HOMO energy is -0.3305 Eh. As for the structure (SMILES): COC[C@H](C)N.COC[C@H](C)N.COC[C@H](C)N.COC[C@H](C)N.COC[C@H](C)N.CCO.CCO.O.O.O.O.O. The value obtained for the energy is -58151.38788 eV.

Atom charges from the Löwdin analysis, given in e for atoms 1 to 99: atom 1 (O): -0.0511, atom 2 (H): 0.0159, atom 3 (H): -0.0328, atom 4 (O): -0.0605, atom 5 (H): -0.0214, atom 6 (H): 0.0263, atom 7 (O): -0.0388, atom 8 (H): -0.0046, atom 9 (H): 0.0462, atom 10 (O): -0.0853, atom 11 (H): -0.0205, atom 12 (H): -0.0559, atom 13 (O): -0.0444, atom 14 (H): 0.0488, atom 15 (H): -0.0124, atom 16 (C): -0.0302, atom 17 (C): -0.3600, atom 18 (C): -0.1839, atom 19 (O): -0.1758, atom 20 (C): -0.1175, atom 21 (N): 0.0310, atom 22 (H): 0.0839, atom 23 (H): 0.0733, atom 24 (H): 0.0690, atom 25 (H): 0.1145, atom 26 (H): 0.1178, atom 27 (H): 0.1234, atom 28 (H): 0.0865, atom 29 (H): 0.0784, atom 30 (H): 0.0872, atom 31 (H): 0.0587, atom 32 (H): 0.0751, atom 33 (C): -0.0609, atom 34 (C): -0.4631, atom 35 (C): -0.2097, atom 36 (O): -0.1926, atom 37 (C): -0.0767, atom 38 (N): 0.0659, atom 39 (H): 0.0913, atom 40 (H): 0.0530, atom 41 (H): 0.0820, atom 42 (H): 0.1356, atom 43 (H): 0.1249, atom 44 (H): 0.1242, atom 45 (H): 0.0808, atom 46 (H): 0.0794, atom 47 (H): 0.0797, atom 48 (H): 0.0647, atom 49 (H): 0.0601, atom 50 (C): -0.0189, atom 51 (C): -0.3924, atom 52 (C): -0.2196, atom 53 (O): -0.1891, atom 54 (C): -0.0747, atom 55 (N): 0.0307, atom 56 (H): 0.0647, atom 57 (H): 0.0835, atom 58 (H): 0.0438, atom 59 (H): 0.1400, atom 60 (H): 0.1259, atom 61 (H): 0.1281, atom 62 (H): 0.0871, atom 63 (H): 0.0795, atom 64 (H): 0.0793, atom 65 (H): 0.0407, atom 66 (H): 0.0925, atom 67 (C): -0.0398, atom 68 (C): -0.4305, atom 69 (C): -0.1713, atom 70 (O): -0.2284, atom 71 (C): -0.0932, atom 72 (N): 0.0576, atom 73 (H): 0.0580, atom 74 (H): 0.0732, atom 75 (H): 0.0710, atom 76 (H): 0.1102, atom 77 (H): 0.1151, atom 78 (H): 0.1269, atom 79 (H): 0.0943, atom 80 (H): 0.0842, atom 81 (H): 0.0633, atom 82 (H): 0.0902, atom 83 (H): 0.0443, atom 84 (C): -0.0452, atom 85 (C): -0.4617, atom 86 (C): -0.2057, atom 87 (O): -0.1556, atom 88 (C): -0.1014, atom 89 (N): 0.0420, atom 90 (H): 0.0741, atom 91 (H): 0.0739, atom 92 (H): 0.0818, atom 93 (H): 0.1455, atom 94 (H): 0.1071, atom 95 (H): 0.1154, atom 96 (H): 0.0686, atom 97 (H): 0.0849, atom 98 (H): 0.0811, atom 99 (H): 0.0571


2.
Below is a cluster of 2 separate species, C4H10N2O2 in total at a distorted geometry, with properties calculated with ωB97M-V/def2-TZVPD.

```
! wB97M-V def2-TZVPD RIJCOSX def2/J DEFGRID3
* xyz 0 1
C -1.37608 -1.69730 -0.18216
C 0.52413 -0.51029 -1.43766
C 1.54448 -1.22411 -1.78521
O 0.00944 -1.35582 -0.15510
H -0.07101 0.37745 -1.58764
H -2.02855 -0.84521 -0.38658
H -1.65948 -2.11421 0.78505
H -1.56965 -2.43161 -0.97091
H 2.20217 -1.01186 -2.61068
H 1.18960 -1.98028 -0.74885
C 0.41196 2.03915 1.17204
N -0.79759 1.91865 0.48990
N 0.88914 0.85820 1.67715
O 0.96613 3.11005 1.31942
H 0.60935 -0.01477 1.25025
H -1.41026 1.16979 0.77370
H -1.26443 2.80429 0.36694
H 1.83065 0.90788 2.03035
*
```

The value obtained for the relative energy (zero: lowest compared OMol25 entry of this formula, charge and spin) is 102.58 kcal per mole. The HOMO energy is -0.3607 Eh. As for the structure (SMILES): NC(N)=O.C=COC. The value obtained for the energy is -11382.45472 eV.

Löwdin analysis output, partial charges in e: atom 1 (C): -0.1168, atom 2 (C): -0.1198, atom 3 (C): 0.0117, atom 4 (O): -0.3380, atom 5 (H): 0.0901, atom 6 (H): 0.0731, atom 7 (H): 0.0872, atom 8 (H): 0.0873, atom 9 (H): 0.0492, atom 10 (H): 0.1774, atom 11 (C): -0.6705, atom 12 (N): 0.1343, atom 13 (N): 0.1584, atom 14 (O): 0.0334, atom 15 (H): 0.0586, atom 16 (H): 0.0790, atom 17 (H): 0.0995, atom 18 (H): 0.1057


| no. | LUMO level (eV) | Kohn-Sham gap (eV) |
| --- | --- | --- |
| 1 | 0.30 | 9.295 |
| 2 | 0.73 | 10.543 |